84
Properties=species:S:1:pos:R:3:forces:R:3 method="wB97M-V/def2-TZVPD" de_lowest_kj_mol=26.5 lumo_ha="0.1505 / 0.1506" homo_ha="0.00137 / -0.00151" homo_lumo_gap_ha="0.1492 / 0.1521" energy_ev=-116857.7651 total_charge=-2 spin_multiplicity=1
K -0.6548 0.6626 -0.8281 0.1 0.2 -0.3
C 0.4325 -3.7907 0.5435 0.0 0.0 0.0
C 0.1278 -3.5649 1.8727 0.0 0.0 0.0
C -0.9110 -2.6704 2.1117 0.0 -0.1 0.0
C -1.6502 -2.1054 1.1047 -0.1 0.1 0.0
N -1.4016 -2.4157 -0.2407 -0.1 -0.1 0.0
C -0.2861 -3.2083 -0.4719 0.0 -0.1 0.0
C -2.6867 -1.0785 1.4153 0.0 0.0 0.0
C -3.9062 -1.4436 1.9587 0.0 0.1 0.0
C -4.7877 -0.3884 2.2965 0.0 -0.1 0.0
C -4.4065 0.9078 2.1105 0.0 -0.1 0.0
C -3.1267 1.2089 1.5529 0.1 0.1 0.0
N -2.3022 0.1749 1.1838 -0.1 -0.2 0.2
C -2.6203 2.5347 1.4150 0.0 -0.1 0.0
C -3.3810 3.6759 1.8051 0.0 0.1 0.0
C -2.8446 4.9294 1.7387 0.1 0.0 0.0
C -1.5222 5.0895 1.2766 -0.1 0.0 0.0
C -0.8605 3.9404 0.8844 0.1 -0.1 -0.1
N -1.3447 2.7043 0.9183 -0.1 0.2 0.2
H 1.2836 -4.3919 0.2530 0.0 0.0 0.0
H 0.7332 -3.9581 2.6746 0.0 0.0 0.0
H -1.1499 -2.3546 3.1190 0.0 0.0 0.0
H 0.0001 -3.3423 -1.4952 0.0 0.0 0.0
H -4.1613 -2.4820 2.1154 0.0 0.0 0.0
H -5.7624 -0.6074 2.7198 0.0 0.0 0.0
H -5.0831 1.6989 2.4005 0.0 0.0 0.0
H -4.3959 3.5553 2.1564 0.0 0.0 0.0
H -3.4347 5.7898 2.0360 0.0 0.0 0.0
H -1.0483 6.0580 1.1988 0.0 0.0 0.0
H 0.1525 4.0324 0.4920 0.0 0.0 0.0
C 3.4809 1.9693 1.0376 0.1 0.0 -0.1
C 2.1873 1.3069 0.6065 -0.1 -0.1 0.2
N 1.8245 0.2693 1.5526 -0.1 0.0 0.1
C 2.6166 -0.3030 2.5131 0.1 0.2 0.0
N 2.0813 -1.1467 3.3168 0.0 -0.1 0.0
C 2.9268 -1.8591 4.2461 0.0 0.0 0.0
C 4.2319 -1.1439 4.5801 0.0 0.0 0.0
C 4.8742 -0.6834 3.2851 0.0 0.0 0.0
N 3.9335 0.1508 2.5648 -0.1 -0.1 0.0
C 4.4665 0.8882 1.4332 0.0 0.0 0.0
H 3.3030 2.6332 1.8869 0.0 0.0 0.0
H 3.8814 2.5602 0.2121 0.0 0.0 0.0
H 2.3205 0.8792 -0.3970 0.0 0.0 0.0
H 1.3785 2.0431 0.5752 0.0 0.0 0.0
H 0.8787 -0.0833 1.5658 0.0 0.0 0.1
H 3.1571 -2.8517 3.8326 0.0 0.0 0.0
H 2.3580 -2.0342 5.1658 0.0 0.0 0.0
H 4.9125 -1.8034 5.1262 0.0 0.0 0.0
H 4.0239 -0.2712 5.2064 0.0 0.0 0.0
H 5.1705 -1.5491 2.6796 0.0 0.0 0.0
H 5.7719 -0.0882 3.4788 0.0 0.0 0.0
H 4.6753 0.2311 0.5776 0.0 0.0 0.0
H 5.4162 1.3280 1.7511 0.0 0.0 0.0
S -2.7228 1.8351 -2.8635 -0.1 0.0 -0.1
C -1.2409 2.5476 -3.4024 0.1 0.0 0.1
N -0.7153 2.0647 -4.6041 0.0 0.0 0.0
C 0.5007 2.5061 -5.1257 0.0 0.0 0.0
C 1.2134 3.4588 -4.4594 0.0 0.0 0.0
C 0.7272 3.9984 -3.2565 0.0 0.0 0.0
C -0.5131 3.5072 -2.7431 0.0 0.0 0.0
H -1.2655 1.3708 -5.0773 0.0 0.0 0.0
H 0.8304 2.0345 -6.0395 0.0 0.0 0.0
H 2.1613 3.7823 -4.8718 0.0 0.0 0.0
H 1.2850 4.7553 -2.7217 0.0 0.0 0.0
H -0.9322 3.8999 -1.8284 0.0 0.0 0.0
Cl 2.8325 -3.7841 -2.4512 0.0 0.0 0.0
Si 2.9875 -1.9291 -1.2656 -0.1 0.1 -0.1
Cl 3.9558 -2.8261 0.4808 0.1 0.0 0.1
Cl 4.8235 -1.1379 -2.1923 0.0 0.0 0.0
C -2.0593 -3.8951 -2.9100 0.0 0.0 0.0
C -2.0927 -2.3674 -2.6798 0.0 0.0 0.1
C -3.3825 -1.8570 -3.3382 0.0 0.0 0.0
C -0.9076 -1.6867 -3.3928 0.0 -0.1 0.0
C -2.1945 -1.9644 -1.2262 0.1 -0.2 0.0
H -2.3191 -4.0989 -3.9527 0.0 0.0 0.0
H -2.7990 -4.3842 -2.2712 0.0 0.0 0.0
H -1.0920 -4.3583 -2.7290 0.0 0.0 0.0
H -3.3592 -2.0677 -4.4109 0.0 0.0 0.0
H -3.4826 -0.7795 -3.2033 0.0 0.0 0.0
H -4.2548 -2.3547 -2.9053 0.0 0.0 0.0
H -0.8317 -2.0551 -4.4215 0.0 0.1 0.0
H 0.0582 -1.8794 -2.9180 0.0 0.0 0.0
H -1.0731 -0.6063 -3.4202 0.0 0.0 -0.1
H -3.0095 -1.3312 -0.9146 0.0 0.0 0.0

97
Properties=species:S:1:pos:R:3:forces:R:3 method="wB97M-V/def2-TZVPD" lumo_ha=0.0443 homo_ha=-0.16813 homo_lumo_gap_ha=0.2124 energy_ev=-114432.3536 total_charge=-1 spin_multiplicity=1
C -3.0449 1.5112 -5.9034 -1.6 -0.5 -0.7
O -2.5891 2.7951 -5.4221 1.0 -1.5 0.5
C -1.4075 2.6669 -4.5769 1.1 0.3 0.2
C -1.7753 2.6905 -2.9862 -2.2 -1.1 -1.9
C -3.1238 3.5315 -2.8079 -0.3 1.3 0.9
C -3.0087 5.0663 -3.2674 -0.1 -0.1 -0.9
C -4.0976 6.0420 -2.5982 0.4 -0.2 0.0
C -5.4696 5.3360 -2.1609 1.2 1.6 1.1
S -6.5745 4.8557 -3.5922 -6.3 -2.3 2.7
O -6.9256 3.3962 -3.4330 2.3 3.3 -1.1
O -7.8685 5.6408 -3.4558 4.0 -0.8 -0.8
Cl -5.7784 5.3344 -5.4472 0.0 -0.3 0.9
O -2.2735 1.3182 -2.8273 0.9 0.9 0.0
B -1.4394 0.5378 -1.9120 -1.4 2.7 1.5
I -0.6437 -1.4289 -2.5644 0.6 -0.3 -0.7
O -0.5087 1.5385 -1.3756 1.7 1.1 -1.2
C -0.5502 2.8944 -1.9274 -0.1 -2.3 0.5
C -0.8119 3.7501 -0.5824 0.0 0.5 1.4
C -0.8839 2.8247 0.7490 0.6 -1.5 2.3
C 0.4308 2.7383 1.5994 -3.2 -1.9 1.4
C 0.4765 1.9205 2.9185 -3.5 0.6 -2.6
C -0.8229 1.1846 3.3936 0.3 1.7 -2.6
C -2.1416 1.2369 2.5536 3.9 2.2 -0.9
C -2.1493 2.0772 1.2224 2.7 -0.3 2.4
C 0.8573 3.2472 -2.6654 -0.8 -0.6 0.2
C 1.5879 2.0547 -3.2550 2.1 2.3 -1.1
C 2.9076 2.2740 -4.0213 -3.1 3.5 2.5
C 3.3069 3.7665 -4.0162 -2.4 -1.6 1.0
C 2.4006 4.7813 -3.3443 0.8 -0.2 -0.5
N 1.1552 4.6370 -2.6686 3.7 -4.7 -2.5
H -2.7077 1.2795 -6.9887 -0.1 0.5 1.7
H -4.2000 1.5828 -5.9677 1.8 -0.1 0.2
H -2.8013 0.6276 -5.2258 -0.1 1.4 -0.7
H -0.8990 1.6468 -4.7745 -0.7 1.7 0.4
H -0.6961 3.5055 -4.8888 -0.9 -1.0 0.5
H -4.0383 3.0650 -3.3395 1.9 0.4 0.7
H -3.4149 3.5285 -1.6845 0.7 -0.2 -1.7
H -3.1738 5.1332 -4.4104 0.4 -0.3 1.8
H -1.9449 5.4585 -3.0894 -1.5 -0.4 0.0
H -4.3620 6.8850 -3.3215 0.4 -1.1 1.0
H -3.6026 6.5333 -1.6855 -1.1 -0.8 -1.1
H -6.0707 6.1295 -1.5703 0.6 -1.3 -1.4
H -5.3321 4.4628 -1.4227 -0.3 0.9 -1.8
H -2.0680 0.2201 -0.9393 -0.4 -0.7 0.1
H -1.7800 4.3537 -0.5854 1.2 -0.8 -0.3
H 0.0316 4.5081 -0.3530 -1.3 -1.2 -0.7
H 1.3516 3.3046 1.2409 -1.4 -0.9 0.5
H 1.4501 1.9157 3.5044 -1.6 -0.2 -0.7
H -0.7424 0.6205 4.3960 -0.4 0.9 -1.9
H -3.0618 0.6979 2.9518 1.4 0.9 -0.8
H -3.1292 2.1260 0.6489 1.6 -0.1 0.7
H 1.1556 1.0028 -3.1614 0.5 1.8 0.1
H 3.4674 1.4117 -4.5034 -0.7 1.5 0.7
H 4.2629 4.1059 -4.5389 -1.6 -0.4 0.9
H 2.7762 5.8746 -3.3809 -0.6 -1.9 0.0
C -4.6340 -3.3074 6.7573 0.1 0.1 0.3
C -3.5526 -3.3012 5.6944 -0.7 -0.4 -0.2
O -2.5197 -2.3611 6.0279 1.1 0.1 0.5
C -1.5847 -2.7935 6.8982 -1.5 -1.1 -0.7
O -1.5765 -3.8904 7.3959 0.5 0.9 0.0
C -0.5266 -1.7165 7.1210 1.4 1.6 0.3
F -1.0622 -0.4909 7.3015 -0.2 -0.6 -0.1
F 0.3164 -1.6103 6.0697 -0.6 -0.4 0.2
F 0.2420 -1.9531 8.2010 -0.6 -0.4 -0.4
H -5.0217 -2.2980 6.9160 0.0 -0.1 -0.1
H -5.4579 -3.9615 6.4649 0.1 0.1 0.0
H -4.2412 -3.6528 7.7165 0.0 -0.1 -0.1
H -3.9767 -2.9765 4.7417 0.3 0.2 0.1
H -3.1354 -4.2992 5.5375 0.1 0.2 0.2
C 3.7658 -5.7850 -0.3992 0.0 -0.1 -0.4
C 2.3907 -5.5839 0.2063 0.6 -0.1 0.4
O 1.4712 -5.0865 -0.7766 -0.8 -0.4 -0.7
C 0.9167 -6.0083 -1.5892 1.2 -0.4 1.4
O 1.1511 -7.1899 -1.5351 -0.5 0.7 -0.4
C -0.0730 -5.3480 -2.5450 -1.3 1.3 -1.4
F 0.4118 -4.2132 -3.0859 0.3 -1.0 0.4
F -1.2237 -5.0155 -1.9242 0.6 -0.4 0.2
F -0.4140 -6.1457 -3.5767 0.4 -0.1 0.6
H 4.1158 -4.8636 -0.8709 0.0 0.0 0.2
H 4.4838 -6.0855 0.3663 -0.1 0.1 0.0
H 3.7458 -6.5532 -1.1762 -0.1 0.0 0.1
H 2.4447 -4.8304 0.9952 -0.2 0.1 -0.3
H 2.0132 -6.5025 0.6637 -0.1 0.0 -0.3
C 6.9798 -4.0547 4.8902 0.0 -0.3 -0.2
C 7.0503 -2.8655 3.9521 -0.3 0.1 0.7
O 7.7648 -3.2066 2.7538 -0.1 -0.3 -1.1
C 7.0517 -3.8454 1.8029 -0.9 0.6 1.7
O 5.8888 -4.1362 1.9098 0.9 -0.1 -0.6
C 7.9144 -4.1010 0.5700 1.1 -0.5 -1.7
F 9.1415 -4.5685 0.8854 -0.5 0.2 0.3
F 8.1078 -2.9751 -0.1489 -0.3 -0.2 0.6
F 7.3690 -5.0014 -0.2679 -0.1 0.4 0.7
H 7.9813 -4.4412 5.0956 0.0 0.1 0.1
H 6.5081 -3.7737 5.8339 0.0 0.0 -0.1
H 6.4070 -4.8724 4.4467 -0.1 0.1 0.0
H 7.6058 -2.0549 4.4288 0.1 -0.1 -0.3
H 6.0555 -2.4786 3.7159 0.1 -0.2 -0.2